Record 1
Formula: C5H10ClN
Source: the OMol25 dataset
Level of theory: ωB97M-V/def2-TZVPD

```
17
Properties=species:S:1:pos:R:3:forces:R:3:mulliken_spin:R:1
C -0.7352 0.6019 -0.5292 0.51 -0.11 1.57 0.074
C 0.0486 0.3638 0.5215 -1.88 2.78 1.66 0.019
C -0.3717 1.0218 1.8677 -3.02 0.41 -0.68 0.015
C 1.3679 -0.2213 0.5391 2.36 0.65 -0.32 0.003
C -1.0523 -1.9865 0.8826 0.84 -2.26 -3.26 1.544
N -2.3786 -2.0831 1.0141 -1.64 0.64 1.13 0.174
Cl -0.5316 -3.0030 -0.5038 0.57 0.89 1.26 0.152
H -1.5581 1.2420 -0.3672 -1.02 0.38 -0.17 0.014
H 0.4498 1.4732 2.3775 0.55 0.74 0.18 -0.002
H -0.7465 0.2683 2.5916 0.20 0.06 -0.47 -0.006
H -1.3410 1.7812 1.7592 2.77 -1.78 0.13 0.002
H 1.3241 -1.1552 1.0760 0.57 -0.31 0.43 -0.003
H 2.1284 0.5566 1.0759 -1.60 -2.04 -1.43 -0.004
H 1.6382 -0.4382 -0.5215 0.38 0.13 0.92 0.000
H -0.6622 0.0189 -1.3832 0.37 -0.53 -1.89 -0.013
H -3.0951 -2.4905 0.4309 0.82 0.02 -0.44 0.020
H -2.7101 -1.8177 1.8941 -0.80 0.34 1.38 0.010
```
Forces are in eV/Å.

For the total energy, the calculation gives -711.23200 a.u. As for the total charge: 0. The energy relative to the best compared isomer or geometry (same formula, charge and spin) comes out at 1.517 eV. Its spin multiplicity is 3. The value obtained for the strongest force on any atom is 4.054 eV/A. Its HOMO-LUMO gap (spin up / spin down) is 7.1826 / 7.3021 eV.

Record 2
Formula: C5H10ClN2
Source: the OMol25 dataset
Level of theory: ωB97M-V/def2-TZVPD

```
18
Properties=species:S:1:pos:R:3:forces:R:3:nbo_charge:R:1
C -0.2553 0.6449 -0.0100 -0.60 -1.10 -0.20 0.407
C -2.0086 -1.4049 -0.1313 4.61 2.43 -1.25 -0.030
C 2.1055 -0.4120 -0.5677 -3.31 -2.56 2.49 -0.204
C -3.2698 -1.4477 -0.0041 -3.79 -0.17 0.97 -0.386
C 1.8885 1.7025 0.4454 -1.93 -0.70 0.75 -0.398
N 1.0634 0.6039 -0.1758 1.04 -0.78 -0.18 -0.345
N -1.4200 -0.0481 -0.1720 -0.89 2.52 0.19 -0.551
Cl 3.1478 -0.8243 0.8132 0.00 -0.24 -0.07 0.003
H -0.5502 1.5727 0.3902 0.14 1.42 0.11 0.200
H -1.3110 -2.2297 -0.3370 -0.54 0.44 0.34 0.237
H 1.7103 -1.3812 -0.8968 -0.41 0.53 0.07 0.240
H 2.6909 -0.0575 -1.3039 1.86 1.70 -2.43 0.221
H -4.1307 -0.7566 0.1984 1.57 -0.21 -0.40 0.249
H -3.5340 -2.4483 0.0337 -1.27 -1.86 -0.05 0.234
H 1.3058 2.5885 0.5423 -0.41 0.78 -0.26 0.220
H 2.0490 1.3206 1.4474 0.72 0.43 0.05 0.236
H 2.7688 1.8508 -0.1351 0.59 0.13 -0.21 0.233
H -2.2503 0.7265 -0.1370 2.62 -2.76 0.08 0.435
```
Forces are in eV/Å.

For the total energy, the calculation gives -765.86988 a.u. As for the total charge: +1. The energy relative to the best compared isomer or geometry (same formula, charge and spin) comes out at 3.478 eV. Its spin multiplicity is 1. The value obtained for the strongest force on any atom is 5.361 eV/A. Its HOMO-LUMO gap is 9.9478 eV.